[1]
Molecular formula: C12H13FNS
Method: DFT, wB97M-V/def2-TZVPD

```
28
C12H13FNS | the OMol25 dataset | wB97M-V/def2-TZVPD
C -3.24 1.20 1.06
S -1.06 1.78 -0.16
H -4.44 0.66 -0.70
C 2.11 0.05 1.33
C -3.50 0.99 -0.32
F 0.04 -1.69 1.54
C 0.38 -1.33 0.32
C 2.95 0.86 -1.21
N -1.52 -2.75 -0.28
C -0.41 -1.99 -0.75
H -1.95 -3.32 -0.99
H 0.31 -2.58 -1.34
H -2.32 1.20 -2.16
C 1.89 -0.01 -1.10
C -1.97 1.63 1.29
H 3.67 1.28 2.08
H 1.39 -0.37 -1.99
H -0.79 -1.21 -1.43
C 3.17 0.92 1.20
H 4.43 2.00 -0.15
H 3.29 1.19 -2.18
H 1.78 -0.27 2.30
H -1.35 -3.28 0.56
C -2.41 1.25 -1.09
C 3.60 1.32 -0.06
H -3.97 1.05 1.83
H -1.51 1.87 2.23
C 1.45 -0.44 0.17
```

Properties
energy relative to the best compared isomer or geometry (same formula, charge and spin) = 0.00 kJ/mol
Kohn-Sham gap = 5.91 eV
net charge = +1
LUMO = -6.0 eV

---

[2]
Molecular formula: C12H13N
Method: DFT, wB97M-V/def2-TZVPD

```
26
C12H13N | the OMol25 dataset | wB97M-V/def2-TZVPD
C -0.05 1.55 -1.92
H -0.48 1.12 -3.84
H 0.29 -0.53 4.59
C -0.22 -0.65 -2.85
C 0.21 1.01 -0.44
N 0.39 1.80 0.64
H -0.03 -3.20 1.93
H -0.34 -1.96 3.73
H 1.08 -2.77 0.21
H -0.99 -2.95 0.66
C 0.27 -1.01 3.43
H 1.13 -1.55 3.07
C -0.07 -1.11 -1.58
C -0.40 3.19 -1.97
C 0.04 -2.59 1.01
H 1.07 1.79 2.67
H -1.08 3.60 -1.03
C 0.51 1.23 1.86
H -0.25 -2.16 -1.48
C -0.41 0.79 -2.83
C 0.15 -0.15 2.08
H -0.52 -1.24 -3.56
C 0.14 -1.04 0.89
C 0.10 -0.29 -0.33
H 0.52 3.70 -1.88
H -1.08 3.42 -3.04
```

Properties
energy relative to the best compared isomer or geometry (same formula, charge and spin) = 619.37 kJ/mol
Kohn-Sham gap = 8.85 eV
SMILES = Cc1cnc2c(C)cccc2c1C
LUMO = 0.3 eV